Here is a molecular structure, C33H46CdP2Si in a non-equilibrium geometry from the OMol25 dataset. Energies are from ωB97M-V/def2-TZVPD.

Positions of all 83 atoms, in Å:
P1 -0.2262 -2.6672 -4.5904
P2 -0.2485 1.4408 -4.4771
C1 -0.5516 -1.1901 -5.6335
C2 0.3347 0.0774 -5.5409
H1 -1.6211 -0.9358 -5.5373
H2 -0.4372 -1.5601 -6.6694
H3 1.3717 -0.1584 -5.2499
H4 0.3849 0.5426 -6.5378
C3 -1.9122 1.8785 -4.9608
H5 -2.3438 2.5831 -4.2388
H6 -2.5659 1.0032 -5.0342
H7 -1.8644 2.3687 -5.9440
C4 0.8329 2.8359 -4.7342
H8 0.5557 3.3330 -5.6720
H9 1.8758 2.5063 -4.7899
H10 0.7315 3.5493 -3.9040
C5 -1.6394 -3.7506 -4.9367
H11 -1.7916 -4.4482 -4.1036
H12 -1.4512 -4.3294 -5.8544
H13 -2.5511 -3.1558 -5.0824
C6 1.2056 -3.4856 -5.3518
H14 2.0147 -2.7693 -5.5508
H15 0.9247 -3.9521 -6.3054
H16 1.5938 -4.2681 -4.6859
Cd1 -0.7033 -0.6774 1.7301
C7 1.3356 0.6438 -2.6434
C8 -0.1119 0.8068 -2.8116
C9 -1.2101 -0.2999 -2.6250
C10 -0.8743 -1.6441 -1.9829
C11 0.0139 -2.6592 -2.8143
C12 1.4284 -2.7147 -2.4533
C13 2.3729 -1.6517 -2.6990
C14 2.0692 -0.3427 -1.8750
C15 -0.1540 -2.7158 1.5103
H17 1.8980 1.5491 -2.8766
H18 -0.4261 1.6979 -2.2120
H19 -1.7546 -0.4929 -3.5660
H20 -1.9886 0.1701 -2.0068
H21 -0.4333 -1.5117 -0.9858
H22 -1.8360 -2.1546 -1.7907
H23 -0.3821 -3.6536 -2.5084
H24 1.7717 -3.5984 -1.9261
H25 2.4024 -1.3878 -3.7795
H26 3.3790 -2.0029 -2.4210
H27 1.5923 -0.6106 -0.9156
H28 3.0539 0.1072 -1.6507
H29 0.7177 -2.8882 2.1581
H30 0.0778 -2.9769 0.4718
H31 -0.9949 -3.3281 1.8627
C16 -0.7602 5.5105 3.6722
C17 0.2136 4.8802 2.8883
C18 0.3189 3.4907 2.8843
C19 -0.5565 2.7142 3.6706
C20 -1.5228 3.3473 4.4652
C21 -1.6249 4.7444 4.4581
Si1 -0.2763 0.8775 3.7386
C22 1.4394 0.6809 4.4359
C23 2.4756 0.0960 3.6877
C24 3.7492 -0.0380 4.2481
C25 4.0021 0.4184 5.5465
C26 2.9825 1.0281 6.2818
C27 1.7016 1.1650 5.7304
C28 -1.4953 0.0910 4.9063
C29 -1.0661 -0.7687 5.9362
C30 -2.0087 -1.4399 6.7211
C31 -3.3764 -1.2721 6.4894
C32 -3.8099 -0.4063 5.4765
C33 -2.8800 0.2806 4.6935
H32 -0.8416 6.5967 3.6690
H33 0.8995 5.4747 2.2815
H34 1.0906 2.9968 2.2882
H35 -2.1813 2.7517 5.0982
H36 -2.3830 5.2291 5.0759
H37 2.2799 -0.2609 2.6728
H38 4.5427 -0.5073 3.6661
H39 4.9976 0.3019 5.9792
H40 3.1718 1.3928 7.2931
H41 0.9094 1.6430 6.3126
H42 0.0016 -0.9026 6.1178
H43 -1.6612 -2.1061 7.5192
H44 -4.1020 -1.8233 7.0914
H45 -4.8780 -0.2591 5.2947
H46 -3.2172 0.9608 3.9057

Computed properties:
largest force on an atom = 3.5 eV/A
DFT total energy = -65978.8091 eV
HOMO-LUMO gap = 4.2 eV
M = 645.18 g mol⁻¹
multiplicity = 1


Here is a single C3H7NO2 molecule in a non-equilibrium geometry from the OMol25 dataset. Energies are from ωB97M-V/def2-TZVPD.

Positions of all 13 atoms, in Å:
N1 -1.4509 -0.8166 -0.4619
C1 -0.7289 0.1896 -1.1748
O1 -0.9613 0.5404 -2.3036
C2 -0.0195 0.9415 -0.0683
C3 1.1800 0.3196 0.6288
O2 0.8004 -0.9510 1.1372
H1 -0.8740 -1.5183 -0.0090
H2 -2.3507 -1.0953 -0.7964
H3 -0.9630 0.5869 0.5012
H4 0.2499 1.9798 -0.3530
H5 2.0556 0.2130 -0.0304
H6 1.4716 0.9906 1.4530
H7 1.5909 -1.3801 1.4772

Computed properties:
largest force on an atom = 3.5 eV/A
DFT total energy = -8808.3074 eV
HOMO-LUMO gap = 10.0 eV
M = 89.09 g mol⁻¹
multiplicity = 1


Here is 3 unconnected molecules or ions with the total composition C4H12O2 in a non-equilibrium geometry from the OMol25 dataset. Energies are from ωB97M-V/def2-TZVPD.

Positions of all 18 atoms, in Å:
C1 -1.5699 -0.9925 -1.5396
C2 -0.9247 0.1619 -0.7692
C3 -0.7731 0.2081 0.5887
C4 -0.8789 1.6265 1.2173
H1 -2.5799 -0.6558 -1.6940
H2 -1.1234 -1.0239 -2.6578
H3 -1.6804 -1.9427 -0.9886
H4 -0.6938 1.0959 -1.3172
H5 -0.7797 -0.6979 1.3008
H6 -0.7028 2.3500 0.3820
H7 -1.8981 1.9305 1.6190
H8 -0.2014 1.7733 2.0422
H9 1.2704 -1.2040 -0.6364
H10 2.2975 -1.4805 -1.6772
O1 2.2571 -1.2813 -0.7408
H11 2.3433 -0.2526 1.0455
H12 3.1931 0.5117 1.8406
O2 2.4448 -0.1267 1.9845

Computed properties:
largest force on an atom = 2.8 eV/A
DFT total energy = -8436.0361 eV
HOMO-LUMO gap = 9.9 eV
M = 92.14 g mol⁻¹
multiplicity = 1


Here is a single C4H9NO molecule in a non-equilibrium geometry from the OMol25 dataset. Energies are from ωB97M-V/def2-TZVPD.

Positions of all 15 atoms, in Å:
C1 -0.5278 1.2513 -2.3281
C2 0.0085 0.9232 -0.9008
C3 -0.7893 -0.1302 -0.1935
C4 0.1319 -0.6577 1.0268
N1 1.2767 -1.3096 0.8185
O1 -0.2198 -0.2983 2.0924
H1 -0.9214 2.2682 -2.2113
H2 0.3080 1.3302 -2.9777
H3 -1.3221 0.7003 -2.8369
H4 0.1963 1.8067 -0.3268
H5 1.1336 0.7758 -0.9099
H6 -1.0913 -1.1505 -0.6817
H7 -1.7286 0.1484 0.3484
H8 1.5331 -1.3295 -0.1488
H9 1.7737 -1.3154 1.6499

Computed properties:
largest force on an atom = 4.4 eV/A
DFT total energy = -7830.6484 eV
HOMO-LUMO gap = 10.1 eV
M = 87.12 g mol⁻¹
multiplicity = 1


Here is 10 unconnected molecules or ions with the total composition C10H27Cl4N9O18 in a non-equilibrium geometry from the OMol25 dataset. Energies are from ωB97M-V/def2-TZVPD.

Positions of all 68 atoms, in Å:
C1 4.8653 -1.2610 -0.8894
Cl1 3.1141 -1.3857 -0.7836
Cl2 5.5035 -2.8896 -0.6292
Cl3 5.3085 -0.7129 -2.5319
Cl4 5.5945 -0.1444 0.2658
C2 0.6619 3.6724 -0.0211
N1 0.9732 4.7883 -0.9537
O1 0.1313 5.6060 -1.1669
O2 2.0875 4.7928 -1.4351
H1 -0.3411 3.7062 0.3672
H2 1.4346 3.6757 0.7359
H3 0.7789 2.7777 -0.6318
C3 2.8455 0.7560 1.9689
N2 1.8362 1.5188 2.7856
O3 1.0270 0.8883 3.3968
O4 1.8735 2.7305 2.7620
H4 2.7572 -0.2711 2.2961
H5 3.7882 1.2356 2.1965
H6 2.5930 0.9414 0.9340
C4 0.3610 -0.9383 -4.4499
N3 0.9864 -0.4156 -5.6965
O5 0.5479 0.6030 -6.1621
O6 1.9751 -0.9959 -6.1054
H7 0.8060 -1.9146 -4.2911
H8 -0.7147 -1.0357 -4.5230
H9 0.6560 -0.3199 -3.6087
C5 -5.2468 -0.5726 -2.6852
N4 -3.8532 -0.9279 -2.3645
O7 -2.9824 -0.5494 -3.0938
O8 -3.6750 -1.5910 -1.3774
H10 -5.8899 -1.3578 -2.3194
H11 -5.4129 -0.3912 -3.7390
H12 -5.3804 0.3691 -2.1546
C6 -1.5599 2.2620 4.1863
N5 -1.3624 2.0858 5.6361
O9 -2.2883 1.6390 6.2551
O10 -0.3169 2.4065 6.1049
H13 -2.6045 2.4559 3.9846
H14 -1.3045 1.3409 3.6785
H15 -0.8860 3.0488 3.8720
C7 -0.2478 -0.5199 -0.5324
N6 -1.0022 -0.0781 0.6697
O11 -1.8862 -0.7511 1.0671
O12 -0.7205 1.0225 1.0937
H16 -0.8246 -0.2396 -1.4072
H17 -0.1592 -1.6044 -0.4892
H18 0.7255 -0.0711 -0.4059
C8 -3.7854 2.4864 1.6697
N7 -3.4838 2.2695 0.2167
O13 -4.2441 1.5224 -0.4230
O14 -2.4926 2.8317 -0.2469
H19 -3.0113 3.1205 2.0774
H20 -3.7865 1.5283 2.1804
H21 -4.7696 2.9367 1.7483
C9 0.2770 -2.7350 4.1901
N8 1.2361 -2.7941 3.0465
O15 0.8098 -3.0689 1.9322
O16 2.3641 -2.5591 3.2911
H22 -0.6892 -2.4574 3.7840
H23 0.5995 -1.9548 4.8652
H24 0.2658 -3.7141 4.6524
C10 2.3579 -4.6016 -3.8520
N9 2.1859 -4.2351 -2.4376
O17 1.2199 -3.5730 -2.1314
O18 3.1051 -4.4932 -1.6988
H25 2.6786 -3.6991 -4.3895
H26 1.4320 -4.8742 -4.3482
H27 3.1584 -5.3202 -3.9351

Computed properties:
largest force on an atom = 2.9 eV/A
DFT total energy = -111137.7076 eV
HOMO-LUMO gap = 10.4 eV
M = 703.18 g mol⁻¹
multiplicity = 1


Question: Look up the multiplicity of the first one.
Answer: 1